[1]
73
Properties=species:S:1:pos:R:3 method="wB97M-V/def2-TZVPD" e_tot_ha=-5158.3005 charge=-1 spin_multiplicity=2 s_squared=0.75 gap_ev="6.0 / 7.9" e_homo_ev="-3.676 / -5.725"
C 1.0099 -4.6248 0.0075
H -4.4010 3.5110 -0.5903
C 4.5600 0.0622 -1.3301
C 2.1314 0.3286 -1.0111
C -2.6161 4.5227 -1.2138
C -4.1165 -3.2955 0.7094
C 7.4405 1.2362 0.7020
H 4.3659 -0.4926 -2.2381
H -4.3793 -0.0433 -0.1703
N 8.5203 1.4213 1.0532
C 6.0924 1.0039 0.2637
C -0.7732 -2.9083 -1.0090
N -1.6180 -1.9220 -1.4672
H -1.4818 -0.0079 2.2615
H 0.9149 -3.0467 2.7858
H -5.3900 -2.6765 4.3885
C -0.6711 -1.6904 3.4143
O -3.6946 -1.0383 -2.3601
N -5.6978 -1.9503 3.7611
H -3.7599 -4.2315 0.3073
H 0.7383 5.3968 -0.3326
H 6.6924 -0.0921 -1.4810
C -4.4607 -0.9323 0.4375
C -1.2295 -1.0637 2.1194
O -1.8316 4.1233 -0.0793
H -2.0998 -1.5895 1.7322
H -5.3765 0.0830 2.0844
C -4.0810 4.5223 -0.8397
H 2.3967 -3.5255 -1.2323
H -4.7790 -4.1312 2.5666
H -0.7199 -5.4584 0.9809
C 0.9872 0.1203 -1.3539
O -0.1981 -1.1714 1.1443
S 0.0718 2.6782 1.5175
C -5.0203 -0.8663 1.7010
C -0.3384 -4.6947 0.3080
C 1.2219 5.1119 -1.2677
N 0.4937 -2.8051 -1.4320
C 3.4753 0.5498 -0.5919
H 1.4820 -1.7830 3.8879
C 1.0280 -1.1155 1.8480
C -4.6787 -3.2307 1.9707
S -3.2126 -2.1915 -1.6423
N -1.2342 -3.8516 -0.1820
Ga -0.8501 -0.1417 -2.0334
H 5.2093 2.0581 1.9132
H 0.6588 5.5377 -2.1001
H 1.2423 -0.0807 2.1474
H -0.7356 -0.9819 4.2416
H -2.4306 3.8530 -2.0549
S -2.1986 1.3286 -0.7243
C 3.7253 1.2730 0.5827
O -3.4394 -3.5086 -2.1714
C 5.0202 1.4977 1.0072
O -0.0110 3.0194 -1.4536
C 1.3674 -3.6405 -0.9034
C 0.7957 -1.9989 3.0680
H 1.8313 3.1710 -0.5399
H 2.8819 1.6587 1.1426
H -5.6391 -1.0424 4.1953
H -1.2213 -2.5880 3.6995
C -3.9843 -2.1404 -0.0501
C -5.1168 -2.0108 2.4897
H 1.7905 3.2930 -2.3045
H -4.6830 4.8824 -1.6766
H 1.7319 -5.3049 0.4352
H -4.2561 5.1683 0.0214
P -0.9181 2.7958 -0.1450
H 2.2290 5.5340 -1.2789
C 1.2953 3.6042 -1.3849
H 1.8137 -1.4593 1.1746
H -2.2775 5.5238 -1.4906
C 5.8558 0.2855 -0.9082

---

[2]
67
Properties=species:S:1:pos:R:3 method="wB97M-V/def2-TZVPD" e_tot_ha=-1663.1977 spin_multiplicity=1 gap_ev=9.1 e_homo_ev=-8.351
C 4.2996 -0.0212 -1.1053
H -1.8819 1.8834 -4.2503
H 2.7498 -0.2868 -2.6095
C 3.3642 0.5189 -2.2042
C 0.5048 -3.8160 -2.8809
C 3.7692 0.5362 0.2270
H -0.0162 -2.9211 2.9892
C 1.0536 0.8165 4.4531
H -0.8958 2.2174 -2.8142
C 2.1464 0.6205 3.6704
H -3.5254 -1.5340 0.5407
H 0.8137 -4.4618 -3.6889
H 3.9213 0.9548 -3.0323
C -0.7485 -1.1641 0.2516
H -2.3787 1.2755 -2.6530
N 1.4107 -0.0556 -0.0057
H 1.6675 -0.9006 -0.4921
C -2.6369 4.6002 0.5359
N -3.2326 0.2352 1.5652
C -2.1268 -1.8469 2.2115
C -0.1460 -1.6359 -2.1090
H 0.9160 1.5811 5.1896
C -2.5906 4.1878 1.8343
C -0.2701 -2.1387 -0.7988
O 1.9658 -0.4361 2.8587
C -3.2393 0.9835 0.4389
C 0.1474 0.0900 0.4143
H 3.7634 -0.2103 1.0187
O -2.2186 -2.3828 3.3004
H -1.3903 -0.5308 -4.0668
H 3.0822 1.1381 3.5979
H 0.5235 -5.3689 -1.4101
H -4.2181 -1.4981 2.1807
C -3.0073 2.4119 0.6716
C 0.2533 -2.0989 2.3185
C -0.0441 -3.4845 -0.5719
C 0.7352 -0.9309 3.1179
H 4.2983 -1.1114 -1.1013
O -2.8160 2.8740 1.9277
O -3.4324 0.5147 -0.6734
H -1.6926 -0.7640 -0.1250
H 2.0041 1.7993 0.6189
C 0.3494 -4.3222 -1.6055
N -0.9467 -1.7623 1.5550
H 5.3268 0.3002 -1.2725
C -1.5316 1.4835 -3.3030
H -3.0194 3.3724 -1.2873
H -0.2041 -3.8971 0.4118
O -0.2883 1.0932 0.9411
H 0.1492 0.3737 -4.1216
H 1.4995 1.6535 -1.9832
H 2.9606 2.5322 -1.5035
H 0.3567 -2.0977 -4.1433
C -0.7622 0.1924 -3.5323
H -0.8400 -0.3693 4.5083
C -3.3583 -1.2031 1.5684
H -2.4137 4.7220 2.7475
C -2.9093 3.4449 -0.2255
H -2.4944 5.5965 0.1707
C 2.4758 1.5558 -1.5134
H 1.0459 -2.4123 1.6387
H 4.3790 1.3775 0.5556
O -0.4218 -0.3157 -2.2547
C 0.1321 -0.1968 4.0953
C 0.2496 -2.4785 -3.1394
H -2.9730 0.6823 2.4308
C 2.3565 1.0358 -0.0779

---

[3]
68
Properties=species:S:1:pos:R:3 method="wB97M-V/def2-TZVPD" e_tot_ha=-1697.3782 spin_multiplicity=1 gap_ev=7.3 e_homo_ev=-7.990
C 4.4834 -1.7341 4.1431
H -7.2221 2.8317 -3.5518
C 0.0702 -2.6054 1.7645
N 1.5662 3.6983 -2.0384
H 0.5093 5.4734 -1.9155
H 3.0343 -0.9078 5.5267
C 2.3019 -2.8380 2.7925
H 1.0495 -1.7505 6.4486
O 2.0437 -0.3276 -2.1396
C 1.0594 -4.6662 1.5724
C 2.0937 -2.0626 3.9414
C 1.8414 0.8876 -2.0734
C -6.2876 3.6259 -1.1891
C 4.2554 1.1788 -2.0561
O -0.6427 3.5373 -1.4994
C -1.9615 1.0703 -2.0619
O 0.8074 -1.9857 4.3650
H -2.1544 -3.3634 -0.4045
H 2.0194 5.4151 -0.9548
H 5.7232 -2.6904 2.6405
H 4.9743 1.9918 -2.0108
C 0.5329 -1.2831 5.5973
C -2.8750 0.5236 -1.1303
C 3.1962 -1.5012 4.6227
H 4.7269 -4.5426 -0.3565
H -0.6454 -5.5710 0.5071
H 2.1145 5.5778 -2.7176
H -6.5532 4.4351 -1.8887
C -0.5696 0.6552 -2.0092
N -5.9601 2.4117 -1.9131
C 1.5414 5.1372 -1.8999
C 0.3906 2.9534 -1.8300
H -5.4381 3.9444 -0.5741
H -0.3632 -0.4119 -1.9597
C 4.7112 -2.5131 3.0110
C 4.9600 -3.9570 0.5336
C -4.1767 0.9818 -1.0597
C 2.8572 3.1582 -2.0240
C 3.6059 -3.0646 2.3281
C 0.5062 1.4944 -2.0356
H 0.8259 -0.2256 5.5249
H -7.8960 1.7479 -2.3111
C -6.9808 2.0083 -2.8615
N 2.9374 1.7642 -1.9982
C -2.4544 1.9850 -3.0261
H -2.3476 -2.1820 0.9264
H 4.3560 0.6231 -2.9921
H -1.7788 2.3577 -3.7983
H -2.5027 -0.2290 -0.4306
H 5.3320 -1.2965 4.6697
C -2.0832 -3.2182 0.6845
C -3.7747 2.3941 -3.0094
H 1.8281 -5.3991 1.6693
C -4.6452 1.9339 -1.9961
O 3.6832 -3.7624 1.1679
H 5.6457 -4.5128 1.1882
H 5.4108 -2.9956 0.2501
C -0.1555 -4.7548 1.0033
H -4.8685 0.6173 -0.2986
O 3.8467 3.8885 -2.0289
H -4.1499 3.1057 -3.7479
H 4.3838 0.4954 -1.2136
H -2.8169 -3.8939 1.1487
H -6.6462 1.1375 -3.4365
N -0.7589 -3.5045 1.1559
H -7.1562 3.4387 -0.5422
H -0.5469 -1.3652 5.7257
N 1.1865 -3.3644 2.0758